No. 1
Computed, not measured: a structure of composition C13H16BFN5OPtS3, with wB97M-V/def2-TZVPD.

CARTESIAN COORDINATES (ANGSTROEM)
Pt 0.3447 0.4160 -0.6260
C 0.6313 0.2478 2.9195
N -0.7910 0.1625 2.6523
C -1.7721 0.9556 3.2014
C -2.9270 0.6140 2.5970
N -2.6636 -0.3827 1.6794
B -3.8191 -1.0173 0.8354
N -3.2988 -1.5311 -0.5382
C -3.3623 -2.8429 -0.9487
C -2.6407 -2.9741 -2.0797
N -2.1269 -1.7243 -2.3628
C -1.1555 -1.4050 -3.3894
C -2.5223 -0.8443 -1.4031
S -2.0783 0.8039 -1.3697
C -1.3425 -0.6704 1.7308
S -0.4274 -1.8229 0.8451
H 0.7951 1.0601 3.6261
H 1.1740 0.4520 1.9985
H 0.9901 -0.6956 3.3332
H -1.5422 1.7423 3.8991
H -3.9137 1.0335 2.6961
H -4.6590 -0.1519 0.6755
H -4.2848 -1.9854 1.4228
H -3.8945 -3.5815 -0.3758
H -2.4245 -3.8362 -2.6873
H -0.9700 -2.2999 -3.9826
H -0.2268 -1.0590 -2.9370
H -1.5262 -0.6028 -4.0266
O 2.3809 -0.2115 -0.1015
N 3.2926 0.7466 -0.4254
C 4.4343 0.8030 0.3702
C 5.4021 1.7451 0.1321
C 5.2673 2.6685 -0.9089
C 4.0756 2.5774 -1.7096
C 3.1081 1.6313 -1.4590
S 1.6416 1.4881 -2.4097
H 4.4781 0.0542 1.1447
H 6.2716 1.7603 0.7818
H 6.0006 3.4473 -1.0760
H 3.8998 3.2682 -2.5238
F 0.1810 1.9610 0.8000

Its expectation value of S² is 3.772. As for the relative energy (zero: lowest compared OMol25 entry of this formula, charge and spin): 0.000 eV. As for the multiplicity: 4. Its charge is -2. The calculation puts the HOMO-LUMO gap (spin up / spin down) at 3.3 / 5.9 eV. The value obtained for the HOMO energy (spin up / spin down) is 1.6834 / -1.0041 eV.

These are the Mulliken partial charges, in e, on atoms 1 to 2: 0.765, -0.637



No. 2
Computed, not measured: a cluster of 3 separate species, C13H16ClN4O in total in a non-equilibrium geometry, with wB97M-V/def2-TZVPD.

CARTESIAN COORDINATES (ANGSTROEM)
O 1.2863 -2.0197 0.8951
C 1.2350 -1.2174 0.0491
Cl -0.1943 -1.0214 -0.9412
C 2.3708 -0.2676 -0.2418
N 2.9598 -0.4826 -1.5679
C 3.9106 0.3615 -2.0994
C 4.2546 -0.1463 -3.3121
N 3.5016 -1.2651 -3.4991
C 2.7300 -1.4709 -2.4303
H 2.0354 0.7591 -0.1595
H 3.1301 -0.4401 0.5080
H 4.2678 1.2365 -1.6008
H 4.9628 0.2553 -4.0059
H 3.5316 -1.8548 -4.3167
H 2.0326 -2.2674 -2.2767
N -0.4100 2.3656 0.4006
C 0.5664 3.3185 0.2433
C -0.0040 4.5424 0.4556
C -1.3766 4.3234 0.7499
C -1.5972 2.9745 0.7086
H -0.2776 1.3778 0.3036
H 1.5802 3.0491 -0.0042
H 0.5029 5.4909 0.4053
H -2.1169 5.0738 0.9669
H -2.4916 2.3983 0.8708
N -2.5393 -2.3840 1.7204
C -3.3879 -1.3638 2.0631
C -4.6180 -1.9085 2.3099
C -4.5080 -3.3118 2.1110
C -3.2153 -3.5746 1.7495
H -1.5699 -2.2776 1.4911
H -3.0436 -0.3446 2.1084
H -5.4987 -1.3646 2.6057
H -5.2896 -4.0432 2.2251
H -2.7203 -4.5009 1.5146

Its charge is +1. The calculation puts the HOMO-LUMO gap at 6.3 eV. The value obtained for the HOMO energy is -10.1066 eV.

These are the Mulliken partial charges, in e, on atoms 1 to 2: -0.390, 0.254



No. 3
Computed, not measured: a structure of composition C13H16CoI2N3O in a non-equilibrium geometry, with wB97M-V/def2-TZVPD.

CARTESIAN COORDINATES (ANGSTROEM)
C -1.7223 -2.2967 0.7720
I -2.2765 0.9758 1.0778
H -1.7746 -3.3869 0.6872
H -2.4023 -1.7987 0.0822
H -2.0150 -1.9919 1.7825
C -1.4284 0.1865 -4.0240
C -0.7639 -0.3225 -1.9019
N -1.0852 0.6824 -2.7759
H -1.5146 -1.9340 -4.6750
I 2.4073 -0.2737 -1.1649
N -0.9214 -1.4582 -2.6518
H -1.7045 0.8326 -4.8417
Co 0.0000 0.0000 0.0000
C -0.2740 -1.8530 0.5706
O 0.6480 -2.6068 0.7736
C -1.3321 -1.1632 -3.9434
C -0.5924 -2.8158 -2.2204
H -0.4909 -3.4404 -3.1097
H -1.3771 -3.2222 -1.5777
H 0.3614 -2.7923 -1.6936
C -0.8989 2.1060 -2.5074
H -1.6535 2.6715 -3.0579
H 0.1019 2.4144 -2.8256
H -1.0270 2.2791 -1.4375
N 0.4828 1.1041 1.4757
C 1.4056 0.9646 2.5340
C 1.5326 2.0385 3.4241
C 2.4320 1.9737 4.4887
C 3.2097 0.8287 4.6691
C 3.0871 -0.2475 3.7822
C 2.1864 -0.1807 2.7094
H 0.9329 2.9325 3.2888
H 2.5248 2.8110 5.1696
H 3.9066 0.7782 5.4951
H 3.6929 -1.1322 3.9255
H 2.1065 -1.0129 2.0310

Its expectation value of S² is 6.047. As for the relative energy (zero: lowest compared OMol25 entry of this formula, charge and spin): 0.000 eV. As for the multiplicity: 5. Its charge is -2. The calculation puts the HOMO-LUMO gap (spin up / spin down) at 4.2 / 5.2 eV. The value obtained for the HOMO energy (spin up / spin down) is 0.7143 / -0.3491 eV.

These are the Mulliken partial charges, in e, on atoms 1 to 2: -1.900, -0.643



No. 4
Computed, not measured: a structure of composition C13H16F4N3PtS2 in a non-equilibrium geometry, with wB97M-V/def2-TZVPD.

CARTESIAN COORDINATES (ANGSTROEM)
Pt 1.0842 -0.4451 -0.0931
C 2.0379 -0.9680 2.5573
N 0.8014 -0.4808 1.8963
C 0.4644 0.8814 2.3852
C -0.3528 -1.4081 2.1931
C -0.3276 -2.5789 1.2442
N -0.2653 -1.9629 -0.0659
C -0.6606 -2.5797 -1.2146
C -0.9607 -1.8128 -2.3508
F -0.8882 -0.4574 -2.2341
C -1.3622 -2.3511 -3.5486
F -1.6115 -1.5175 -4.5708
C -1.5216 -3.7124 -3.7033
C -1.2483 -4.4955 -2.5990
F -1.3668 -5.8189 -2.6889
C -0.8209 -3.9595 -1.3977
F -0.5128 -4.7993 -0.3949
H 1.8936 -0.9420 3.6394
H 2.8719 -0.3281 2.2825
H 2.2472 -1.9848 2.2370
H 0.2839 0.8383 3.4625
H -0.4255 1.2385 1.8757
H 1.2909 1.5562 2.1861
H -1.2637 -0.8314 2.0453
H -0.2965 -1.7196 3.2397
H -1.2273 -3.1807 1.3876
H 0.5276 -3.2377 1.4546
H -1.8454 -4.1458 -4.6375
S 2.6179 1.4051 -0.1072
C 2.4601 1.0710 -1.7284
N 2.3362 1.8737 -2.7601
C 2.2482 1.2520 -4.0851
C 1.8481 -0.2151 -3.8599
S 2.3422 -0.6112 -2.1433
H 2.4158 2.8734 -2.6374
H 3.2069 1.3448 -4.5954
H 1.4855 1.7605 -4.6713
H 2.3733 -0.8908 -4.5292
H 0.7819 -0.3647 -3.9607

Its charge is +1. The calculation puts the HOMO-LUMO gap at 7.1 eV. The value obtained for the HOMO energy is -10.5044 eV.

These are the Mulliken partial charges, in e, on atoms 1 to 2: 0.540, -0.927



No. 5
Computed, not measured: a structure of composition C13H16FeNO4 in a non-equilibrium geometry, with wB97M-V/def2-TZVPD.

CARTESIAN COORDINATES (ANGSTROEM)
O 3.3354 -1.0779 -1.7586
C 3.1534 -0.1659 -2.4593
Fe 3.0971 1.4852 -3.0970
C 3.7529 2.3322 -1.6922
O 4.0546 2.5281 -0.5847
C 4.4998 1.4856 -4.1596
O 5.6187 1.3912 -4.4630
C -0.2985 1.0443 0.5531
C -0.3349 0.0291 -0.5490
C 0.3491 0.4575 -1.8122
C 0.8563 1.7212 -1.9799
C 0.5125 2.7316 -1.0419
C -0.0562 2.3744 0.2027
H -0.0494 0.7307 1.5623
H 0.0494 -0.9376 -0.1695
H -1.4018 -0.1569 -0.8109
H 0.4082 -0.2924 -2.5995
H 1.4456 2.0250 -2.8930
H 0.7727 3.7624 -1.2838
H -0.2338 3.1478 0.9599
C -0.8247 -2.4935 2.3098
C -1.0511 -1.0500 2.7017
N -1.8015 -0.3954 1.6036
C -3.0938 -1.0715 1.3610
C -2.8680 -2.5485 1.0980
O -2.0649 -3.1706 2.1031
H -0.1928 -2.5441 1.4035
H -0.3289 -3.0416 3.1234
H -1.6327 -0.9953 3.6339
H -0.0948 -0.5502 2.8565
H -2.0267 0.5570 1.8937
H -3.7380 -0.9462 2.2424
H -3.5747 -0.5981 0.5021
H -3.8259 -3.0864 1.1415
H -2.4125 -2.6812 0.1018

Its expectation value of S² is 6.091. As for the relative energy (zero: lowest compared OMol25 entry of this formula, charge and spin): 0.037 eV. As for the multiplicity: 5. Its charge is +1. The calculation puts the HOMO-LUMO gap (spin up / spin down) at 5.6 / 5.1 eV. The value obtained for the HOMO energy (spin up / spin down) is -10.2944 / -11.5818 eV.

These are the Mulliken partial charges, in e, on atoms 1 to 2: -0.206, 0.395



No. 6
Computed, not measured: a structure of composition C13H16LiO9S in a non-equilibrium geometry, with wB97M-V/def2-TZVPD.

CARTESIAN COORDINATES (ANGSTROEM)
Li -0.8974 -0.1957 -0.6583
S -2.6612 -1.0129 -3.2757
O -2.7589 0.1709 -4.2301
O -2.1699 -2.1225 -4.0176
O -1.8164 -0.7439 -2.1865
O -3.9500 -1.3639 -2.8438
C -1.2807 -2.4112 0.7870
O -0.1126 -1.6693 0.5234
H -0.7612 -3.2023 1.2665
H -1.9283 -2.7159 -0.1014
H -1.8388 -1.7837 1.4818
H 0.7962 -1.8740 0.7735
C 2.3389 0.4954 -3.3499
C 3.7189 0.0372 -3.5360
C 4.3919 -0.5690 -2.3638
C 3.8392 -0.5091 -1.0919
C 2.5629 -0.0763 -0.9415
C 1.7742 0.4076 -2.0106
O 0.5390 0.9013 -1.8354
O 5.5001 -1.3710 -2.5297
H 1.8248 0.8768 -4.2378
H 4.0682 0.0293 -4.6341
H 4.3806 -0.9344 -0.3558
H 1.9868 -0.1671 -0.0207
H 0.0805 1.6385 -2.4509
H 6.1757 -1.1118 -1.9561
C -0.5936 2.1363 2.5496
C -0.5462 2.0139 3.9285
C -1.6258 1.3366 4.5684
C -2.5776 0.7063 3.7671
C -2.6430 0.6516 2.3989
C -1.5250 1.4494 1.7866
O -1.7048 1.5389 0.3227
O -1.7015 1.1982 5.9115
H 0.2447 2.4087 1.8964
H 0.1057 2.2392 4.5820
H -3.3948 0.0822 4.2424
H -3.4039 0.0174 1.7918
H -1.8412 2.4774 -0.1424
H -2.5955 1.0208 6.1922

As for the relative energy (zero: lowest compared OMol25 entry of this formula, charge and spin): 0.384 eV. Its charge is -1. The calculation puts the HOMO-LUMO gap at 4.1 eV. The value obtained for the HOMO energy is -2.2694 eV.

These are the Mulliken partial charges, in e, on atoms 1 to 2: 0.977, 0.918



No. 7
Computed, not measured: the ion C13H16N with charge +1 in a non-equilibrium geometry, with wB97M-V/def2-TZVPD.

CARTESIAN COORDINATES (ANGSTROEM)
C -1.7683 0.3608 -1.2931
C -1.2709 -0.4850 -0.1384
C -0.8085 -2.9148 -0.1960
C -1.9020 -1.8049 -0.0817
C -0.5583 -1.5845 1.9719
C -1.3762 -2.6467 1.1431
C 0.6765 0.3539 0.7083
C 0.7400 2.6124 0.0736
C -0.3494 -0.5101 1.0063
C 0.3029 1.0978 -1.9019
C 0.5288 1.3554 -0.3532
C 0.9566 2.8784 1.5219
C 1.0993 -0.0953 -2.3719
N -1.1323 0.9527 -2.2678
H -2.7516 0.3290 -1.4392
H -0.9751 -3.9852 -0.6662
H 0.1948 -2.4658 -0.4603
H -2.8518 -2.1636 -0.5258
H 0.4062 -1.9229 2.4100
H -2.0050 -3.2821 1.5818
H 1.6967 0.4178 1.1828
H 0.6416 3.4322 -0.6084
H -1.1866 -1.2423 2.6797
H 0.5758 2.0478 -2.4067
H -0.0086 2.5529 1.9140
H 1.0634 3.9754 1.5912
H 1.9010 2.4346 2.0179
H 1.2373 0.0797 -3.5112
H 0.6240 -1.0443 -2.3522
H 2.1258 0.0190 -2.0605

Its expectation value of S² is 2.016. As for the relative energy (zero: lowest compared OMol25 entry of this formula, charge and spin): 2.611 eV. As for the multiplicity: 3. Its charge is +1. The calculation puts the HOMO-LUMO gap (spin up / spin down) at 7.6 / 5.6 eV. The value obtained for the HOMO energy (spin up / spin down) is -11.2012 / -13.5447 eV.

These are the Mulliken partial charges, in e, on atoms 1 to 2: -0.430, 0.002



No. 8
Computed, not measured: a cluster of 3 separate species, C13H16N2O5 in total in a non-equilibrium geometry, with wB97M-V/def2-TZVPD.

CARTESIAN COORDINATES (ANGSTROEM)
O -2.3757 4.6907 -3.9630
C -2.5319 3.5847 -3.1936
C -1.6536 2.5055 -3.4557
C -2.0198 1.3157 -2.8175
C -3.0663 1.1946 -1.9485
O -3.1946 0.0457 -1.3308
C -3.9322 2.2395 -1.6542
C -3.6410 3.5028 -2.3128
H -1.4677 4.7472 -4.2695
H -0.8474 2.7113 -4.1442
H -1.2878 0.5243 -2.8827
H -2.5113 -0.6224 -1.4220
H -4.6954 2.0585 -0.9118
H -4.3989 4.2703 -2.3676
O 1.9521 1.4476 3.6041
C 2.2721 0.2452 3.1138
C 3.0446 0.0309 1.9873
C 3.3906 -1.1851 1.4654
C 3.0015 -2.3401 2.1308
O 3.4165 -3.6192 1.7447
C 2.1769 -2.1728 3.2601
C 1.9701 -0.9428 3.8188
H 1.3441 1.3256 4.3369
H 3.3102 0.8940 1.3950
H 3.9384 -1.1821 0.5347
H 4.1255 -3.6996 1.1025
H 1.8015 -2.9873 3.8618
H 1.5327 -0.8585 4.8027
N -0.6800 -2.9648 0.4400
C -0.2679 -2.0568 -0.4278
N 1.0164 -1.8264 -0.4061
O -1.0373 -1.4943 -1.2006
H -1.6773 -3.0161 0.5913
H -0.0353 -3.0920 1.2071
H 1.7111 -2.3130 0.1423
H 1.3169 -0.9609 -0.8310

As for the relative energy (zero: lowest compared OMol25 entry of this formula, charge and spin): 2.551 eV. Its charge is 0. As for the SMILES: Oc1ccc(O)cc1.Oc1ccc(O)cc1.NC(N)=O. The calculation puts the HOMO-LUMO gap at 7.5 eV. The value obtained for the HOMO energy is -7.1795 eV.

These are the Mulliken partial charges, in e, on atoms 1 to 2: -0.524, 0.819